No. 1
Entry from the Open Molecules 2025 dataset: an isolated molecule of C2H6IN at a distorted geometry (the ωB97M-V functional and the def2-TZVPD basis).

```
10
Properties=species:S:1:pos:R:3
C 0.138 0.310 -1.197
N 0.496 -0.497 -0.114
C -0.582 -0.408 0.939
I 2.572 0.282 0.901
H 0.947 0.371 -1.944
H -0.873 0.042 -1.624
H 0.052 1.376 -0.892
H -0.181 -0.428 1.960
H -1.362 0.344 1.065
H -1.206 -1.393 0.906
```

Calculated values
energy	-11759.6868	eV
F_max	0.060	Eh/bohr
relative energy (zero: lowest compared OMol25 entry of this formula, charge and spin)	22.6	kcal per mole
HOMO energy (spin up / spin down)	-9.0 / -9.2	eV
M	170.98	u
SMILES	CN(C)I
orbital gap (spin up / spin down)	0.283 / 0.282	Eh

Löwdin atomic charge list, values in e, 8 entries: -0.29, -0.38, -0.23, 0.44, 0.07, 0.11, 0.07, 0.03

No. 2
Entry from the Open Molecules 2025 dataset: a cluster of 2 separate species, C2H5O2 in total at a distorted geometry (the ωB97M-V functional and the def2-TZVPD basis).

```
9
Properties=species:S:1:pos:R:3
O -2.627 -0.642 0.344
H -1.652 -0.310 0.693
O 0.140 0.016 1.166
C 0.807 -0.359 0.144
C 1.677 0.517 -0.633
H 0.587 -1.205 -0.591
H 2.494 1.046 -0.047
H 1.568 0.721 -1.660
H -2.995 0.217 0.584
```

Calculated values
energy	-6248.5133	eV
F_max	0.101	Eh/bohr
relative energy (zero: lowest compared OMol25 entry of this formula, charge and spin)	60.5	kcal per mole
HOMO energy	-1.9	eV
M	61.06	u
orbital gap	0.233	Eh
charge	-1

Löwdin atomic charge list, values in e, 8 entries: -0.18, 0.07, -0.22, -0.50, -0.15, 0.07, -0.02, -0.07

No. 3
Entry from the Open Molecules 2025 dataset: an isolated molecule of C11H16NO3P at a distorted geometry (the ωB97M-V functional and the def2-TZVPD basis).

```
32
Properties=species:S:1:pos:R:3
C -2.091 -1.074 -3.266
P -1.017 -1.921 -1.953
O -1.877 -3.151 -1.172
C -0.658 -0.493 -0.738
C 0.331 0.476 -1.494
C 1.285 1.276 -0.572
C 0.930 2.651 -0.220
C 1.800 3.474 0.611
C 3.056 2.961 1.131
C 3.410 1.590 0.790
C 2.544 0.770 -0.038
O -0.190 -0.956 0.535
C -1.063 -0.579 1.566
O -1.199 0.599 1.782
C -1.817 -1.603 2.474
N -0.899 -2.418 3.325
H -1.672 -1.349 -4.272
H -3.165 -1.379 -3.222
H -1.970 0.045 -3.193
H -1.654 -3.975 -1.643
H -1.654 0.027 -0.612
H 0.976 -0.176 -2.156
H -0.254 1.147 -2.176
H -0.020 3.114 -0.574
H 1.515 4.523 0.834
H 3.741 3.571 1.754
H 4.375 1.194 1.173
H 2.851 -0.267 -0.302
H -2.460 -1.031 3.194
H -2.500 -2.291 1.916
H -0.307 -1.772 3.849
H -0.348 -2.980 2.670
```

Calculated values
energy	-28586.2412	eV
F_max	0.052	Eh/bohr
HOMO energy	-8.3	eV
M	241.23	u
SMILES	CP(O)[C@H](Cc1ccccc1)OC(=O)CN
orbital gap	0.330	Eh

Löwdin atomic charge list, values in e, 8 entries: -0.27, 0.91, -0.35, -0.45, -0.16, -0.20, -0.04, -0.08

No. 4
Entry from the Open Molecules 2025 dataset: an isolated molecule of C3H2ClNO at a distorted geometry (the ωB97M-V functional and the def2-TZVPD basis).

```
8
Properties=species:S:1:pos:R:3
Cl -0.601 0.812 2.230
C -0.097 0.274 0.635
C 0.127 -1.074 0.250
N 0.303 -1.154 -1.091
O 0.244 0.144 -1.546
C 0.042 0.949 -0.525
H -0.012 -1.953 0.850
H -0.006 2.002 -0.803
```

Calculated values
energy	-19201.4196	eV
F_max	0.049	Eh/bohr
relative energy (zero: lowest compared OMol25 entry of this formula, charge and spin)	28.2	kcal per mole
HOMO energy	-10.0	eV
M	103.51	u
SMILES	Clc1cnoc1
orbital gap	0.397	Eh

From a Löwdin analysis of the wavefunction, the atomic charges in e read: 0.64, -0.65, -0.12, 0.07, -0.04, -0.16, 0.11, 0.14

No. 5
Entry from the Open Molecules 2025 dataset: a cluster of 3 separate species, C13H17BF16IO3 in total at a distorted geometry (the ωB97M-V functional and the def2-TZVPD basis).

```
51
Properties=species:S:1:pos:R:3
C 2.081 -2.882 1.490
C 1.470 -1.543 2.283
C 0.384 -0.698 1.391
O -1.019 -0.842 1.819
B -1.465 -2.248 1.820
I -3.647 -2.498 1.492
H 1.670 -2.880 0.371
H 3.265 -2.845 1.514
H 1.653 -3.859 2.027
H 2.419 -0.833 2.428
H 1.084 -1.794 3.363
H 0.656 0.454 1.547
H 0.523 -0.896 0.239
H -1.184 -2.687 2.898
H -0.832 -2.842 1.002
C -5.223 -1.818 -3.551
C -4.285 -2.639 -2.652
C -2.967 -1.956 -2.303
F -2.222 -1.665 -3.393
F -2.199 -2.768 -1.526
F -4.080 -3.858 -3.219
F -4.959 -2.884 -1.484
O -5.171 -2.104 -4.952
C -4.122 -1.454 -5.668
C -3.074 -2.431 -6.217
F -2.532 -3.194 -5.234
F -2.044 -1.765 -6.803
F -3.587 -0.486 -4.885
F -4.726 -0.804 -6.701
H -6.245 -2.090 -3.260
H -5.160 -0.742 -3.351
H -3.134 -1.029 -1.742
H -3.518 -3.103 -6.956
C 2.477 4.262 1.719
C 2.043 2.917 2.323
C 2.019 2.873 3.846
F 3.229 3.115 4.397
F 1.645 1.639 4.284
F 2.818 1.927 1.807
F 0.773 2.664 1.870
O 3.852 4.372 1.340
C 4.752 4.700 2.398
C 5.734 3.568 2.723
F 5.091 2.414 3.031
F 6.504 3.881 3.800
F 4.037 5.108 3.474
F 5.441 5.795 1.973
H 1.930 4.368 0.775
H 2.150 5.117 2.321
H 1.303 3.596 4.256
H 6.392 3.366 1.874
```

Calculated values
energy	-72156.1304	eV
F_max	0.053	Eh/bohr
HOMO energy	-4.0	eV
M	662.96	u
orbital gap	0.229	Eh
charge	-1

Löwdin atomic charge list, values in e, 8 entries: -0.16, -0.23, -0.25, -0.27, -1.12, 0.61, 0.07, 0.06

No. 6
Entry from the Open Molecules 2025 dataset: a cluster of 3 separate species, C5H8N2O2 in total at a distorted geometry (the ωB97M-V functional and the def2-TZVPD basis).

```
17
Properties=species:S:1:pos:R:3
C 1.975 1.263 -0.689
C 1.009 -2.773 2.298
C -0.579 -0.438 -1.839
C -1.068 1.389 1.382
C -0.579 0.729 -0.907
N 2.507 0.561 0.058
N -0.776 0.521 0.408
O 0.010 -3.236 1.982
O 1.956 -2.194 2.554
H 0.312 -0.524 -2.525
H -0.599 -1.380 -1.331
H -1.440 -0.461 -2.497
H -0.869 2.440 0.984
H -1.718 1.242 2.218
H -0.637 1.685 -1.301
H 1.544 1.717 -1.505
H -1.048 -0.540 0.708
```

Calculated values
energy	-12386.4192	eV
F_max	0.085	Eh/bohr
relative energy (zero: lowest compared OMol25 entry of this formula, charge and spin)	104.1	kcal per mole
HOMO energy (spin up / spin down)	-6.7 / -6.7	eV
M	128.13	u
orbital gap (spin up / spin down)	0.265 / 0.263	Eh

Löwdin atomic charge list, values in e, 8 entries: -0.11, -0.45, -0.11, -0.08, -0.29, 0.08, -0.12, 0.20

No. 7
Entry from the Open Molecules 2025 dataset: a cluster of 11 separate species, C38H103N5O11 in total at a distorted geometry (the ωB97M-V functional and the def2-TZVPD basis).

```
157
Properties=species:S:1:pos:R:3
C -23.728 -0.897 1.519
O -25.019 -0.845 2.185
C -26.003 -0.171 1.465
C -27.445 -0.363 2.066
C -28.007 -1.670 1.701
N -28.454 0.676 1.625
H -23.021 -1.417 2.183
H -23.454 0.104 1.278
H -23.919 -1.493 0.591
H -25.864 0.930 1.292
H -25.948 -0.569 0.446
H -27.286 -0.195 3.108
H -27.333 -2.451 1.838
H -28.333 -1.638 0.652
H -28.864 -1.871 2.330
H -28.837 0.449 0.725
H -27.946 1.543 1.531
C -25.246 -5.639 3.315
O -23.905 -5.196 3.427
C -23.255 -5.673 4.583
C -21.890 -5.079 4.680
C -21.999 -3.628 5.102
N -21.143 -5.209 3.434
H -25.669 -5.496 2.367
H -25.908 -5.165 4.079
H -25.320 -6.746 3.542
H -23.805 -5.318 5.430
H -23.373 -6.786 4.563
H -21.350 -5.602 5.505
H -21.047 -3.149 5.070
H -22.353 -3.400 6.114
H -22.661 -3.195 4.370
H -20.393 -4.517 3.474
H -21.709 -5.053 2.634
C -22.624 6.054 8.715
O -21.935 5.020 9.422
C -20.704 4.642 8.816
C -20.190 3.204 9.018
C -19.596 2.948 10.409
N -19.323 2.784 7.958
H -22.834 5.809 7.686
H -22.072 7.004 8.713
H -23.576 6.353 9.216
H -20.709 4.830 7.755
H -19.949 5.372 9.223
H -20.968 2.494 8.959
H -19.230 1.923 10.458
H -20.359 3.120 11.163
H -18.768 3.681 10.518
H -19.791 2.971 7.072
H -18.368 3.049 8.087
C -28.415 2.479 4.317
O -27.993 3.019 5.571
C -27.547 4.355 5.425
C -27.434 5.154 6.733
C -26.431 4.568 7.715
N -28.824 5.309 7.295
H -29.312 3.089 3.932
H -28.726 1.448 4.576
H -27.577 2.522 3.574
H -26.575 4.372 4.964
H -28.245 4.959 4.782
H -27.226 6.190 6.311
H -25.450 4.487 7.229
H -26.705 3.634 8.225
H -26.307 5.233 8.589
H -28.766 5.713 8.299
H -29.238 4.410 7.505
C -25.370 0.013 6.243
O -24.209 0.874 6.271
C -23.488 0.785 5.059
C -22.304 1.781 5.109
C -21.603 1.627 3.794
N -21.409 1.692 6.278
H -26.064 0.554 5.658
H -25.726 -0.177 7.293
H -25.074 -0.897 5.834
H -23.123 -0.235 4.995
H -24.075 1.024 4.234
H -22.761 2.798 5.157
H -20.710 2.292 3.710
H -22.269 1.918 3.007
H -21.185 0.624 3.577
H -20.774 0.873 6.072
H -21.934 1.407 7.101
C -25.304 -2.874 10.409
C -24.592 -2.229 9.223
C -23.104 -2.545 9.146
O -25.126 -2.780 7.975
H -25.522 -3.903 10.255
H -26.244 -2.385 10.673
H -24.733 -2.662 11.293
H -24.814 -1.116 9.226
H -22.466 -2.289 10.000
H -22.682 -1.945 8.329
H -23.048 -3.587 8.985
H -26.034 -2.500 7.756
C -23.657 2.031 10.245
C -24.639 2.107 11.340
C -24.034 1.783 12.727
O -25.332 3.344 11.420
H -22.890 2.796 10.388
H -24.056 2.359 9.248
H -23.250 1.010 10.210
H -25.401 1.353 11.110
H -24.844 1.585 13.416
H -23.410 2.643 13.007
H -23.377 0.890 12.739
H -24.645 4.048 11.478
C -18.731 -1.291 1.196
C -17.981 -1.117 2.518
C -17.878 0.330 3.068
O -18.505 -2.083 3.416
H -19.797 -1.024 1.217
H -18.732 -2.320 0.950
H -18.229 -0.905 0.362
H -16.875 -1.429 2.369
H -17.332 1.046 2.431
H -17.462 0.313 4.030
H -18.888 0.807 3.196
H -18.221 -1.906 4.300
C -14.582 5.920 6.941
C -15.802 6.875 6.734
C -16.952 6.590 7.768
O -15.435 8.263 6.792
H -14.235 5.906 7.995
H -13.817 6.514 6.379
H -14.688 4.913 6.467
H -16.191 6.765 5.763
H -17.936 6.859 7.380
H -16.764 7.004 8.772
H -16.993 5.495 7.903
H -15.205 8.398 7.719
C -16.899 -0.587 8.496
C -17.951 -0.585 7.365
C -18.303 -2.044 7.018
O -19.158 -0.028 7.721
H -17.274 -1.044 9.374
H -16.621 0.373 8.850
H -15.859 -0.890 8.305
H -17.489 -0.066 6.490
H -19.155 -2.126 6.308
H -18.650 -2.477 7.964
H -17.396 -2.620 6.677
H -19.047 0.893 8.067
C -31.565 -0.641 5.751
C -30.273 -1.049 5.106
C -29.069 -0.859 6.009
O -30.217 -2.400 4.633
H -31.627 -1.028 6.800
H -32.377 -0.990 5.190
H -31.687 0.437 5.834
H -30.210 -0.447 4.167
H -28.903 0.109 6.429
H -28.204 -1.116 5.417
H -29.184 -1.497 6.882
H -30.642 -3.000 5.201
```

Calculated values
energy	-71043.6858	eV
F_max	0.060	Eh/bohr
relative energy (zero: lowest compared OMol25 entry of this formula, charge and spin)	63.6	kcal per mole
HOMO energy	-8.7	eV
M	806.27	u
SMILES	COC[C@H](C)N.COC[C@H](C)N.COC[C@H](C)N.COC[C@H](C)N.COC[C@H](C)N.CC(C)O.CC(C)O.CC(C)O.CC(C)O.CC(C)O.CC(C)O
orbital gap	0.334	Eh

Löwdin atomic charge list, values in e, 8 entries: -0.06, -0.21, -0.23, -0.40, -0.06, 0.05, 0.09, 0.07

No. 8
Entry from the Open Molecules 2025 dataset: a structure of composition C4H3MgORb at a distorted geometry (the ωB97M-V functional and the def2-TZVPD basis).

```
10
Properties=species:S:1:pos:R:3
C -3.792 0.748 0.610
C -3.919 1.972 0.287
H -4.472 2.845 -0.044
Mg -2.417 -1.310 1.042
O 0.029 1.165 -1.069
C -1.153 1.315 -0.938
C -2.105 1.510 0.082
Rb 2.690 0.126 0.757
H -1.669 1.995 0.964
H -2.254 1.510 -1.556
```

Calculated values
energy	-12320.3879	eV
F_max	0.081	Eh/bohr
relative energy (zero: lowest compared OMol25 entry of this formula, charge and spin)	37.4	kcal per mole
HOMO energy (spin up / spin down)	-17.0 / -15.0	eV
M	176.84	u
orbital gap (spin up / spin down)	0.306 / 0.183	Eh
charge	+2

Löwdin atomic charge list, values in e, 8 entries: -0.04, 0.05, 0.12, 0.96, 0.09, -0.31, -0.13, 0.92